Entry 1:
Molecular formula: C29H47N2O5RuSSiTe
Method: DFT, ωB97M-V/def2-TZVPD

Structure (XYZ):
```
87
Properties=species:S:1:pos:R:3
Ru 1.2341 -0.1864 0.2124
C -3.7999 -1.3354 -0.1152
C -2.9106 -0.2274 -0.6942
C -2.2402 -0.6790 -1.9698
C -2.8991 -0.5465 -3.1908
C -2.3739 -1.0846 -4.3571
C -1.1685 -1.7678 -4.2847
C -0.4750 -1.9160 -3.0851
C 0.8646 -2.6129 -3.1059
C 0.7648 -4.1322 -3.2631
C -1.0052 -1.3562 -1.8987
N -0.3849 -1.4722 -0.6538
C -0.1469 -2.7738 -0.1952
C 0.9610 -3.0862 0.6270
C 1.4148 -4.3223 1.1353
C 2.6459 -4.0567 1.7859
C 2.8843 -2.6938 1.6489
N 1.8699 -2.1004 0.9580
H -4.3566 -0.9837 0.7588
H -3.1759 -2.1803 0.1948
H -4.5151 -1.6969 -0.8610
H -2.1523 0.0285 0.0390
H -3.5095 0.6656 -0.8928
H -3.8533 -0.0241 -3.2177
H -2.8938 -0.9739 -5.3024
H -0.7350 -2.1845 -5.1923
H 1.4134 -2.3797 -2.1999
H 1.4478 -2.2056 -3.9361
H 0.2182 -4.5685 -2.4242
H 1.7620 -4.5823 -3.2805
H 0.2478 -4.4029 -4.1914
H -0.8088 -3.5715 -0.5222
H 0.9112 -5.2745 1.0246
H 3.2848 -4.7633 2.2992
H 3.7254 -2.1152 2.0043
C -1.1917 3.0209 -0.4452
O -0.4968 1.7791 -0.4508
C 0.8304 1.7772 -0.0564
O 1.4289 2.8088 0.0844
H -1.8982 3.0025 -1.2736
H -0.4997 3.8515 -0.5530
H -1.7304 3.1202 0.4990
C -2.0163 1.8695 6.5591
C -0.6276 1.3487 6.2201
C 0.3381 1.6685 7.3644
C -0.6808 -0.1589 5.9807
O -0.2280 2.0606 5.0486
Si 0.8689 1.7067 3.8375
S 0.1227 0.3305 2.5052
O 2.2015 1.2505 4.7251
C 3.3947 0.5284 4.3933
C 3.1185 -0.9597 4.5806
C 3.8475 0.8258 2.9718
C 4.4578 0.9967 5.3840
O 1.1597 3.1578 3.1177
C 1.4103 4.4729 3.5773
C 2.1336 5.1663 2.4291
C 0.0766 5.1734 3.8544
C 2.2830 4.4878 4.8341
H -2.3837 1.4212 7.4886
H -2.7078 1.6286 5.7472
H -1.9846 2.9571 6.6757
H 0.0534 1.1309 8.2762
H 0.3269 2.7441 7.5697
H 1.3504 1.3821 7.0740
H -1.0805 -0.6632 6.8687
H 0.3185 -0.5542 5.7671
H -1.3087 -0.3860 5.1163
H 2.3967 -1.3088 3.8383
H 2.7043 -1.1242 5.5813
H 4.0366 -1.5491 4.4763
H 3.1896 0.3604 2.2497
H 4.8585 0.4409 2.8053
H 3.8406 1.9045 2.7802
H 4.0797 0.8951 6.4072
H 4.7075 2.0487 5.2101
H 5.3684 0.3968 5.2788
H 1.5306 5.0935 1.5201
H 3.0843 4.6632 2.2300
H 2.3213 6.2191 2.6686
H -0.4981 5.2542 2.9257
H 0.2468 6.1781 4.2567
H -0.5043 4.5873 4.5704
H 3.2284 3.9710 4.6440
H 1.7804 3.9797 5.6654
H 2.4950 5.5230 5.1229
Te 3.2347 0.1322 -1.2488
```

The calculation puts the orbital gap (spin up / spin down) at 3.448 / 5.875 eV. As for the relative energy (zero: lowest compared OMol25 entry of this formula, charge and spin): 14.2 kcal/mol. Its total energy is -2669.71816 Eh. As for the total charge: -2. Its multiplicity is 6.

Want to see where the charge sits? The Löwdin charges in e are:
1 Ru 0.75
2 C -0.10
3 C -0.22
4 C -0.18
5 C -0.08
6 C -0.13
7 C -0.08
8 C -0.17
9 C -0.23
10 C -0.10
11 C -0.22
12 N -0.10
13 C -0.16
14 C -0.38
15 C -0.11
16 C -0.16
17 C -0.25
18 N -0.15
19 H 0.06
20 H 0.07
21 H 0.06
22 H 0.07
23 H 0.10
24 H 0.10
25 H 0.08
26 H 0.10
27 H 0.04
28 H 0.10
29 H 0.06
30 H 0.06
31 H 0.06
32 H 0.09
33 H 0.07
34 H 0.06
35 H 0.07
36 C -0.09
37 O -0.21
38 C -0.75
39 O -0.06
40 H 0.08
41 H 0.07
42 H 0.09
43 C -0.05
44 C -0.66
45 C -0.04
46 C -0.05
47 O -0.17
48 Si -0.14
49 S 0.38
50 O -0.17
51 C -0.65
52 C -0.04
53 C -0.05
54 C -0.04
55 O -0.15
56 C -0.65
57 C -0.04
58 C -0.03
59 C -0.03
60 H 0.08
61 H 0.09
62 H 0.08
63 H 0.08
64 H 0.08
65 H 0.07
66 H 0.08
67 H 0.07
68 H 0.07
69 H 0.06
70 H 0.08
71 H 0.08
72 H 0.01
73 H 0.09
74 H 0.09
75 H 0.08
76 H 0.07
77 H 0.08
78 H 0.08
79 H 0.09
80 H 0.08
81 H 0.09
82 H 0.08
83 H 0.07
84 H 0.08
85 H 0.08
86 H 0.08
87 Te 0.20

---

Entry 2:
Molecular formula: C29H48As3CaClN5O3SSe
Method: DFT, ωB97M-V/def2-TZVPD

Structure (XYZ):
```
92
Properties=species:S:1:pos:R:3
Ca -0.6308 0.0853 0.1570
N 1.3475 -1.3861 0.6573
N 1.8821 -2.2271 -0.3136
C 1.6395 -2.0156 -1.6254
N 2.3540 -2.7404 -2.5130
S 0.5278 -0.9145 -2.1901
H 2.0393 -0.7130 1.0059
H 0.9828 -1.9043 1.4551
H 2.6726 -2.8191 -0.0645
H 2.8845 -3.5520 -2.2356
H 2.0739 -2.6836 -3.4798
C -2.9607 1.4518 -2.4234
As -1.4923 2.2167 -1.3876
C -0.9504 3.5429 -2.7625
C -2.6246 3.3220 -0.2015
C -1.9500 4.1419 0.9170
C -3.0536 5.0101 1.5382
C -1.3807 3.2289 2.0118
As 0.2636 2.1416 1.7651
C 0.3531 1.5923 3.6361
C 1.7115 3.4694 1.9531
C -0.8672 5.0225 0.2908
As 0.2100 6.4644 1.2284
C -0.8328 8.0110 0.5919
C -0.4112 6.6012 3.1111
H -2.5413 0.8790 -3.2547
H -3.6137 2.2344 -2.8232
H -3.5374 0.7697 -1.7953
H -1.7796 4.2192 -2.9858
H -0.6878 2.9948 -3.6702
H -0.0841 4.1244 -2.4484
H -3.3424 2.6182 0.2461
H -3.1947 4.0044 -0.8495
H -3.8856 4.3888 1.8664
H -3.4284 5.7292 0.8109
H -2.6796 5.5534 2.3993
H -2.1494 2.4899 2.2800
H -1.1896 3.8358 2.9032
H 0.2852 2.4651 4.2906
H 1.3066 1.0929 3.8186
H -0.4507 0.8961 3.8613
H 1.4435 4.2593 2.6557
H 1.9937 3.9100 0.9984
H 2.5770 2.9277 2.3407
H -1.3151 5.5559 -0.5556
H -0.1125 4.3345 -0.1262
H -0.6812 8.1652 -0.4754
H -0.4967 8.9105 1.1065
H -1.8953 7.8800 0.7851
H -0.3885 5.6507 3.6388
H -1.4018 7.0413 3.1828
H 0.2855 7.2707 3.6182
C 6.3031 2.8457 -0.4011
N 5.8569 2.1114 -1.5537
C 4.7069 1.4176 -1.6629
Se 3.4868 1.1115 -0.3655
N 4.6234 0.9110 -2.9135
C 5.7467 1.2599 -3.6281
C 6.1739 0.9564 -4.9088
C 7.4150 1.4362 -5.2855
C 8.1963 2.1991 -4.4202
C 7.7760 2.5083 -3.1392
C 6.5378 2.0242 -2.7517
H 5.5210 2.8222 0.3563
H 6.5028 3.8834 -0.6716
H 7.2117 2.4029 0.0105
H 3.8250 0.3921 -3.2424
H 5.5746 0.3627 -5.5797
H 7.7930 1.2019 -6.2677
H 9.1589 2.5481 -4.7555
H 8.3911 3.0870 -2.4686
C -2.8467 -6.4855 1.8117
C -2.0727 -5.8270 0.7119
C -1.2854 -6.5886 -0.1388
C -0.5725 -5.9933 -1.1663
Cl 0.4414 -6.9593 -2.1853
C -0.6560 -4.6287 -1.3854
C -1.4398 -3.8599 -0.5436
C -2.1336 -4.4403 0.5103
O -2.9659 -3.7002 1.3246
C -2.3811 -2.7240 2.1516
C -1.8897 -1.4284 1.4902
O -2.3818 -1.0045 0.4319
O -0.9591 -0.8346 2.0734
H -2.8616 -7.5625 1.6658
H -3.8684 -6.1107 1.8319
H -2.3921 -6.2689 2.7783
H -1.2475 -7.6590 -0.0045
H -0.1530 -4.1742 -2.2250
H -1.5672 -2.8048 -0.7442
H -1.5322 -3.1363 2.7207
H -3.1648 -2.4496 2.8646
```

The calculation puts the orbital gap at 8.030 eV. As for the relative energy (zero: lowest compared OMol25 entry of this formula, charge and spin): 45.1 kcal/mol. Its total energy is -12278.00197 Eh. As for the total charge: +1.

Want to see where the charge sits? The Löwdin charges in e are:
1 Ca 0.85
2 N -0.05
3 N -0.06
4 C -0.90
5 N 0.10
6 S 0.60
7 H 0.02
8 H 0.11
9 H 0.16
10 H 0.12
11 H 0.10
12 C -0.30
13 As 1.05
14 C -0.28
15 C -0.34
16 C -0.68
17 C -0.05
18 C -0.33
19 As 1.06
20 C -0.30
21 C -0.34
22 C -0.38
23 As 1.14
24 C -0.35
25 C -0.34
26 H 0.03
27 H 0.04
28 H 0.03
29 H 0.04
30 H 0.03
31 H 0.02
32 H 0.09
33 H 0.09
34 H 0.09
35 H 0.09
36 H 0.06
37 H 0.09
38 H 0.06
39 H 0.04
40 H 0.03
41 H 0.02
42 H 0.00
43 H 0.00
44 H 0.02
45 H 0.07
46 H 0.02
47 H 0.02
48 H 0.02
49 H 0.02
50 H 0.00
51 H 0.01
52 H 0.02
53 C -0.02
54 N -0.08
55 C -0.77
56 Se 0.65
57 N 0.12
58 C -0.18
59 C -0.01
60 C -0.08
61 C -0.08
62 C 0.00
63 C -0.16
64 H 0.04
65 H 0.11
66 H 0.11
67 H 0.15
68 H 0.11
69 H 0.11
70 H 0.11
71 H 0.11
72 C -0.02
73 C -0.19
74 C -0.06
75 C -0.67
76 Cl 0.67
77 C -0.11
78 C 0.00
79 C -0.22
80 O -0.03
81 C -0.07
82 C -0.68
83 O -0.15
84 O -0.19
85 H 0.08
86 H 0.09
87 H 0.09
88 H 0.12
89 H 0.09
90 H 0.09
91 H 0.14
92 H 0.15

---

Among the records above, which one has the highest total charge? C29H48As3CaClN5O3SSe